{
  "formula": "C24H43BCl16NO7S",
  "method": "the ωB97M-V functional and the def2-TZVPD basis",
  "multiplicity": 1,
  "charge": 1,
  "orbital_gap_ev": 10.2,
  "symbols": ["C", "C", "B", "O", "C", "C", "C", "O", "C", "C", "C", "C", "N", "O", "C", "C", "C", "O", "C", "C", "C", "C", "S", "O", "O", "O", "C", "C", "C", "C", "H", "H", "H", "H", "H", "H", "H", "H", "H", "H", "H", "H", "H", "H", "H", "H", "H", "H", "H", "H", "H", "H", "H", "H", "H", "H", "H", "H", "H", "H", "H", "H", "H", "H", "H", "H", "H", "H", "H", "H", "H", "H", "H", "C", "Cl", "Cl", "Cl", "Cl", "C", "Cl", "Cl", "Cl", "Cl", "C", "Cl", "Cl", "Cl", "Cl", "C", "Cl", "Cl", "Cl", "Cl"],
  "coordinates": [[-4.17, -1.73, -4.07], [-2.66, -1.99, -3.70], [-2.07, -0.92, -2.65], [-2.40, 0.45, -2.89], [-1.20, -1.49, -1.43], [-2.36, -2.27, -0.62], [-1.79, -2.56, 0.83], [-1.47, -3.94, 0.77], [-3.00, -2.24, 1.77], [-2.66, -2.30, 3.32], [-4.22, -3.24, 1.56], [-5.35, -2.65, 0.61], [-0.59, -1.64, 0.81], [0.09, -1.37, 1.98], [0.57, -2.51, 2.68], [1.88, -3.20, 2.11], [2.93, -2.21, 1.50], [1.48, -4.26, 1.24], [-0.74, -0.54, -0.24], [-1.63, 0.70, 0.10], [-1.93, 1.03, 1.62], [-1.14, 2.20, 2.34], [-1.30, 3.82, 1.45], [-1.95, 4.79, 2.38], [-0.01, 4.41, 1.02], [-2.39, 3.64, 0.20], [0.74, -0.11, -0.59], [1.35, 0.94, 0.39], [0.84, 0.59, -2.02], [1.29, -0.37, -3.17], [-4.19, -0.95, -4.87], [-4.79, -1.41, -3.20], [-4.66, -2.62, -4.54], [-2.56, -3.04, -3.33], [-2.05, -1.88, -4.64], [-3.34, 0.54, -2.66], [-0.43, -2.22, -1.76], [-3.13, -1.45, -0.49], [-2.95, -3.04, -1.16], [-2.12, -4.40, 0.23], [-3.44, -1.22, 1.60], [-2.45, -3.36, 3.59], [-1.82, -1.63, 3.61], [-3.58, -2.01, 3.86], [-3.91, -4.26, 1.28], [-4.71, -3.32, 2.56], [-5.26, -3.08, -0.42], [-5.18, -1.55, 0.46], [-6.36, -2.74, 1.03], [0.06, -2.26, 0.29], [0.87, -2.14, 3.70], [-0.16, -3.33, 2.88], [2.36, -3.68, 3.00], [2.93, -2.35, 0.40], [3.93, -2.56, 1.85], [2.83, -1.17, 1.83], [1.82, -4.13, 0.35], [-2.62, 0.68, -0.41], [-1.11, 1.58, -0.35], [-1.90, 0.17, 2.32], [-3.00, 1.38, 1.65], [-0.10, 1.98, 2.64], [-1.70, 2.37, 3.30], [-1.98, 4.03, -0.59], [1.45, -0.97, -0.63], [0.82, 1.92, 0.34], [1.47, 0.60, 1.43], [2.38, 1.16, 0.02], [-0.14, 1.10, -2.24], [1.58, 1.42, -1.97], [0.87, -1.39, -3.11], [2.40, -0.36, -3.27], [0.91, 0.07, -4.13], [3.36, 3.24, 3.72], [3.64, 1.49, 3.64], [4.84, 4.09, 3.28], [2.05, 3.72, 2.61], [2.91, 3.68, 5.38], [-2.03, -0.44, -7.63], [-0.51, -1.25, -8.04], [-2.24, 0.98, -8.67], [-3.38, -1.56, -7.89], [-2.00, 0.07, -5.93], [9.21, 3.69, 3.30], [9.84, 4.65, 4.65], [10.55, 3.13, 2.29], [8.33, 2.28, 3.94], [8.11, 4.68, 2.33], [6.83, 7.21, -0.95], [5.79, 8.25, -1.94], [7.81, 6.18, -2.00], [7.89, 8.22, 0.05], [5.82, 6.20, 0.10]],
  "lowdin_charge": [-0.119, -0.187, -0.456, 0.067, -0.078, -0.037, -0.344, 0.041, -0.262, -0.052, -0.173, -0.082, 0.047, -0.054, -0.102, -0.360, -0.014, -0.034, -0.226, -0.077, -0.164, -0.192, 0.703, -0.312, -0.408, -0.171, -0.258, -0.079, -0.175, -0.073, 0.033, 0.073, 0.084, 0.099, 0.049, 0.112, 0.147, 0.112, 0.133, 0.105, 0.122, 0.100, 0.066, 0.092, 0.114, 0.112, 0.072, 0.070, 0.080, 0.176, 0.155, 0.128, 0.151, 0.081, 0.097, 0.062, 0.088, 0.119, 0.105, 0.086, 0.124, 0.065, 0.119, 0.098, 0.129, 0.064, 0.045, 0.106, 0.105, 0.119, 0.063, 0.087, 0.081, -2.000, 0.507, 0.509, 0.605, 0.542, -2.001, 0.533, 0.544, 0.543, 0.614, -2.035, 0.530, 0.527, 0.506, 0.473, -2.043, 0.524, 0.518, 0.524, 0.485]
}



{
  "formula": "C24H43BF4P2Y",
  "method": "the ωB97M-V functional and the def2-TZVPD basis",
  "multiplicity": 1,
  "de_lowest_kj_mol": 0.00,
  "charge": 1,
  "orbital_gap_ev": [4.8, 5.6],
  "symbols": ["Y", "C", "C", "C", "C", "C", "C", "H", "H", "H", "C", "H", "H", "H", "C", "H", "H", "H", "C", "H", "H", "H", "C", "H", "H", "H", "C", "C", "C", "C", "C", "C", "C", "C", "H", "H", "H", "H", "H", "H", "H", "H", "H", "H", "H", "H", "P", "P", "C", "C", "H", "H", "H", "H", "C", "H", "H", "H", "C", "H", "H", "H", "C", "H", "H", "H", "C", "H", "H", "H", "F", "B", "F", "F", "F"],
  "coordinates": [[0.11, 0.06, -1.14], [-0.55, -2.58, 2.55], [0.82, -2.72, 2.14], [0.70, -1.06, 3.74], [-0.62, -1.56, 3.54], [1.57, -1.76, 2.88], [-1.69, -3.35, 2.03], [-1.45, -3.80, 1.06], [-2.57, -2.69, 1.93], [-1.97, -4.16, 2.72], [-1.81, -1.15, 4.29], [-2.70, -1.67, 3.92], [-1.96, -0.06, 4.23], [-1.69, -1.40, 5.35], [1.08, -0.08, 4.77], [1.05, -0.56, 5.76], [0.39, 0.77, 4.79], [2.10, 0.28, 4.61], [3.02, -1.51, 2.75], [3.58, -1.92, 3.60], [3.21, -0.43, 2.71], [3.41, -1.97, 1.83], [1.34, -3.66, 1.14], [1.68, -4.63, 1.55], [2.21, -3.21, 0.63], [0.57, -3.88, 0.39], [-1.53, 0.77, -3.83], [-1.89, -0.50, -3.55], [-1.18, -1.76, -3.95], [0.36, -1.67, -4.04], [1.03, -0.79, -2.99], [1.25, 0.60, -2.98], [0.84, 1.63, -4.01], [-0.44, 1.21, -4.75], [-1.52, -2.12, -4.93], [0.66, -1.37, -5.05], [-1.44, -2.56, -3.23], [-0.19, 0.41, -5.45], [-2.25, 1.55, -3.54], [-2.89, -0.68, -3.14], [-0.81, 2.06, -5.33], [0.67, 2.61, -3.53], [2.05, 0.95, -2.28], [1.68, 1.79, -4.71], [0.80, -2.68, -3.89], [1.69, -1.37, -2.28], [-2.39, 0.87, -0.06], [2.23, 1.75, 0.38], [-1.07, 2.14, -0.99], [0.37, 2.58, -0.55], [-1.76, 3.00, -0.88], [-1.06, 1.84, -2.06], [0.86, 3.14, -1.37], [0.28, 3.23, 0.33], [2.66, 3.04, 1.61], [3.38, 2.67, 2.36], [1.73, 3.34, 2.14], [3.09, 3.95, 1.14], [3.71, 1.90, -0.73], [3.71, 2.85, -1.31], [3.75, 1.06, -1.44], [4.63, 1.82, -0.11], [-3.93, 1.22, -0.97], [-4.65, 0.40, -0.91], [-3.74, 1.46, -2.01], [-4.39, 2.08, -0.48], [-2.08, -0.94, -0.68], [-1.87, -1.69, 0.11], [-1.44, -1.21, -1.60], [-3.09, -1.08, -1.05], [-0.33, 1.20, 2.03], [-1.12, 2.25, 2.58], [-2.39, 2.33, 1.90], [-1.38, 1.97, 3.93], [-0.42, 3.47, 2.39]],
  "lowdin_charge": [1.271, -0.230, -0.190, -0.197, -0.176, -0.227, -0.085, 0.065, 0.071, 0.096, -0.005, 0.080, 0.084, 0.108, -0.013, 0.102, 0.078, 0.077, -0.062, 0.093, 0.057, 0.062, -0.037, 0.107, 0.067, 0.066, -0.132, -0.149, -0.174, -0.175, -0.283, -0.306, -0.165, -0.156, 0.135, 0.116, 0.117, 0.112, 0.110, 0.113, 0.134, 0.106, 0.055, 0.133, 0.125, 0.117, 1.037, 0.929, -0.370, -0.294, 0.119, 0.013, 0.066, 0.043, -0.267, 0.064, 0.036, 0.064, -0.310, 0.058, 0.019, 0.061, -0.253, 0.063, 0.025, 0.058, -0.317, 0.037, -0.012, 0.043, 0.037, -1.218, -0.030, 0.108, 0.096]
}



Result set for electronic energy: -253267.0838, -56745.9979 eV, one per record in the order listed.